A structure of composition C33H37BrErN8O3 at a distorted geometry, computed with the ωB97M-V functional and the def2-TZVPD basis.

CARTESIAN COORDINATES (ANGSTROEM)
C1 17.350 12.260 12.070
H1 14.551 12.447 9.624
O1 13.464 10.897 10.835
H2 14.770 14.143 9.268
C2 11.553 9.665 11.373
H3 17.934 8.415 7.936
O2 15.989 9.857 11.588
C3 19.225 7.149 5.888
N1 13.384 8.073 11.160
H4 9.306 12.506 10.116
H5 19.433 6.408 5.106
C4 9.926 11.715 10.518
C5 18.044 8.686 11.337
H6 12.732 14.282 8.539
O3 13.604 10.332 8.235
H7 21.854 8.941 12.887
C6 16.807 6.805 5.207
C7 21.613 9.739 12.174
H8 13.495 13.084 11.825
C8 15.779 6.019 10.030
H9 15.515 11.623 11.787
C9 13.854 6.725 11.529
N2 16.443 10.896 9.025
H10 22.027 10.675 12.562
H11 13.676 14.785 11.418
Er1 14.829 9.432 9.620
N3 16.081 12.477 11.904
H12 13.643 10.610 6.194
H13 15.403 14.166 12.957
N4 16.270 7.383 10.316
H14 22.139 9.515 11.239
N5 17.370 12.007 7.054
H15 7.736 10.322 12.591
H16 13.746 6.340 9.416
H17 17.975 6.532 11.066
H18 19.707 8.075 5.572
H19 13.995 4.907 10.374
C10 17.745 7.322 6.102
H20 19.718 6.806 6.795
C11 19.411 8.707 11.524
C12 19.401 10.976 12.177
C13 18.006 11.013 11.998
C14 9.338 10.709 11.233
C15 11.692 12.922 9.485
H21 7.342 9.973 10.904
N6 15.940 8.113 7.482
C16 15.454 6.933 5.461
H22 17.967 13.136 12.259
H23 16.306 5.302 10.658
H24 19.951 7.782 11.349
C17 10.199 9.663 11.615
H25 10.868 13.337 8.926
N7 12.817 13.541 9.215
C18 17.245 7.978 7.215
C19 14.122 13.799 11.286
C20 17.417 7.449 10.885
H26 17.166 6.264 4.340
C21 16.810 11.384 8.003
H27 13.058 6.180 12.049
H28 15.994 5.775 8.989
H29 14.700 6.822 12.205
C22 14.284 5.958 10.285
C23 20.131 9.832 11.956
C24 14.162 13.433 9.820
H30 9.787 8.787 12.116
H31 14.715 6.495 4.815
C25 12.269 8.424 11.671
C26 17.057 11.967 5.752
H32 12.500 11.627 7.065
C27 15.488 13.823 11.924
C28 7.869 10.657 11.562
H33 14.241 11.948 7.163
C29 12.204 10.825 10.842
H34 16.144 14.501 11.387
C30 15.082 7.572 6.630
H35 19.908 11.890 12.469
H36 7.399 11.638 11.463
H37 11.763 7.737 12.344
N8 16.929 12.042 4.601
C31 13.486 11.149 7.135
C32 11.328 11.827 10.300
Br1 13.256 7.660 7.113
C33 17.267 9.843 11.648

The multiplicity is 4. The electronic energy is -150547.059 eV. The calculation puts the relative energy (zero: lowest compared OMol25 entry of this formula, charge and spin) at 0.00 kJ/mol. The charge is +1. The expectation value of S² is 3.753. As for the HOMO energy (spin up / spin down): -10.4970 / -10.5145 eV. For the gap between HOMO and LUMO (spin up / spin down), the calculation gives 7.4 / 7.5 eV.

Atomic partial charges in e from the Mulliken method, atoms 1 to 4: C -0.146; H -0.539; O -0.121; H 0.540